Entry 1:
A molecular structure, C34H45Cl2N2OP3PbSe, computed with wB97M-V/def2-TZVPD.

## Properties
**Energy above the lowest of the compared OMol25 structures with the same formula, charge and spin**: 252.2 kJ/mol
**Total charge**: +2
**E_HOMO (alpha / beta)**: -0.43801 / -0.44033 hartree
**DFT total energy**: -164501.0326 eV
**Gap between HOMO and LUMO (alpha / beta)**: 4.98 / 4.91 eV

Geometry (Å):
P (1.42, 1.30, -3.04)
C (3.11, 1.36, -2.71)
C (3.76, 0.75, -3.82)
H (3.16, 0.10, -4.48)
C (5.07, 1.08, -4.08)
H (5.54, 0.66, -4.97)
C (5.77, 1.92, -3.19)
H (6.80, 2.16, -3.42)
C (5.15, 2.42, -2.04)
H (5.73, 3.06, -1.36)
C (3.82, 2.14, -1.76)
H (3.32, 2.50, -0.85)
C (0.73, -0.29, -3.37)
C (1.28, -1.55, -3.03)
H (2.11, -1.61, -2.32)
C (0.75, -2.69, -3.63)
H (1.18, -3.68, -3.41)
C (-0.29, -2.58, -4.56)
H (-0.67, -3.46, -5.06)
C (-0.87, -1.34, -4.85)
H (-1.68, -1.23, -5.58)
C (-0.41, -0.20, -4.22)
H (-0.83, 0.79, -4.41)
C (0.40, 2.69, -2.81)
C (0.72, 3.42, -3.98)
H (1.53, 3.02, -4.61)
C (0.02, 4.57, -4.26)
H (0.27, 5.10, -5.18)
C (-0.98, 5.00, -3.38)
H (-1.52, 5.91, -3.63)
C (-1.27, 4.31, -2.20)
H (-2.05, 4.68, -1.53)
C (-0.58, 3.13, -1.88)
H (-0.76, 2.61, -0.94)
Pb (0.34, 0.26, 2.75)
C (-1.66, -1.22, 1.71)
C (-2.05, -1.39, 0.46)
H (-2.11, -1.70, 2.60)
C (-1.24, -0.76, -0.69)
O (-2.11, 0.25, -1.28)
H (-1.59, 0.84, -1.90)
C (0.00, -0.09, -0.26)
H (-0.98, -1.54, -1.42)
C (0.76, 0.14, 0.81)
Cl (-0.33, -1.34, 4.79)
Cl (2.96, 0.61, 2.77)
P (1.57, -2.51, 1.99)
C (2.44, -3.04, 3.51)
H (1.69, -3.36, 4.25)
H (2.98, -2.17, 3.89)
H (3.12, -3.86, 3.25)
C (0.59, -3.99, 1.56)
H (0.13, -3.84, 0.57)
H (-0.21, -4.10, 2.30)
H (1.24, -4.88, 1.55)
C (2.90, -2.55, 0.74)
H (3.44, -1.60, 0.80)
H (2.47, -2.68, -0.26)
H (3.57, -3.39, 0.99)
P (-3.61, -2.15, -0.11)
C (-4.30, -3.24, 1.15)
C (-3.24, -3.10, -1.60)
H (-4.44, -2.68, 2.09)
H (-3.62, -4.08, 1.34)
H (-5.27, -3.65, 0.85)
H (-2.90, -2.42, -2.40)
H (-4.12, -3.66, -1.96)
H (-2.43, -3.81, -1.37)
C (-4.82, -0.88, -0.52)
H (-4.96, -0.23, 0.35)
H (-5.80, -1.30, -0.81)
H (-4.42, -0.27, -1.35)
H (1.59, 0.70, 0.38)
C (1.20, 3.20, 4.71)
N (-0.02, 2.60, 5.22)
C (-0.23, 2.20, 6.52)
C (-1.43, 1.58, 6.57)
N (-1.95, 1.59, 5.29)
C (-3.14, 0.87, 4.88)
C (-1.10, 2.25, 4.44)
Se (-1.37, 2.63, 2.65)
H (1.03, 3.54, 3.69)
H (2.03, 2.48, 4.72)
H (1.45, 4.07, 5.34)
H (0.50, 2.40, 7.30)
H (-1.96, 1.11, 7.39)
H (-3.00, -0.20, 5.03)
H (-3.99, 1.22, 5.48)
H (-3.32, 1.08, 3.82)


Entry 2:
A molecular structure, C44H62GeMoN5O4PSSe, computed with wB97M-V/def2-TZVPD.

## Properties
**Energy above the lowest of the compared OMol25 structures with the same formula, charge and spin**: 74.7 kJ/mol
**Total charge**: 0
**Expectation value of S²**: 2.032
**2S+1**: 3
**E_HOMO (alpha / beta)**: -0.27534 / -0.27529 hartree
**DFT total energy**: -206117.0082 eV
**Gap between HOMO and LUMO (alpha / beta)**: 6.26 / 4.65 eV

Geometry (Å):
Mo (-0.07, -0.09, -0.20)
O (-1.88, 2.83, 5.91)
C (-1.95, 1.62, 5.66)
O (-2.56, 0.67, 6.17)
C (-1.11, 1.20, 4.38)
C (-0.55, 2.17, 3.56)
C (0.01, 1.80, 2.35)
N (0.04, 0.52, 1.95)
C (-0.42, -0.43, 2.79)
C (-0.99, -0.13, 4.01)
C (-0.35, -1.82, 2.21)
O (-0.40, -2.82, 2.90)
O (-0.18, -1.78, 0.92)
H (-0.59, 3.21, 3.87)
H (0.42, 2.53, 1.67)
H (-1.39, -0.92, 4.64)
C (-3.09, -1.88, -2.28)
C (-2.12, -2.27, -3.40)
C (-2.58, -3.56, -4.08)
C (-2.15, -1.12, -4.41)
P (-0.37, -2.39, -2.69)
N (-0.14, -1.19, -1.67)
C (0.91, -2.18, -4.08)
C (0.62, -3.02, -5.32)
C (1.02, -0.69, -4.44)
C (2.26, -2.60, -3.48)
C (-0.14, -4.07, -1.81)
C (-1.35, -4.26, -0.89)
C (1.12, -3.98, -0.91)
C (-0.02, -5.26, -2.75)
H (-4.10, -1.85, -2.68)
H (-2.85, -0.88, -1.92)
H (-3.07, -2.56, -1.43)
H (-3.51, -3.35, -4.61)
H (-2.78, -4.35, -3.36)
H (-1.85, -3.92, -4.81)
H (-3.19, -0.86, -4.61)
H (-1.69, -1.37, -5.36)
H (-1.67, -0.24, -3.99)
H (-0.28, -2.70, -5.84)
H (0.52, -4.08, -5.08)
H (1.46, -2.92, -6.02)
H (0.23, -0.36, -5.11)
H (1.97, -0.52, -4.95)
H (0.99, -0.07, -3.54)
H (2.34, -3.67, -3.36)
H (2.42, -2.11, -2.52)
H (3.07, -2.28, -4.15)
H (-1.50, -3.39, -0.25)
H (-1.15, -5.11, -0.23)
H (-2.26, -4.48, -1.44)
H (1.30, -2.96, -0.59)
H (2.01, -4.37, -1.41)
H (0.96, -4.57, -0.01)
H (-0.89, -5.38, -3.39)
H (0.07, -6.16, -2.14)
H (0.87, -5.21, -3.38)
N (0.45, 1.48, -0.95)
C (0.79, 2.56, -1.54)
C (1.55, 3.64, -0.88)
C (2.35, 3.38, 0.23)
C (3.06, 4.39, 0.85)
C (2.97, 5.70, 0.38)
C (2.15, 5.98, -0.70)
C (1.45, 4.96, -1.33)
C (0.39, 2.74, -2.96)
C (1.33, 3.13, -3.92)
C (0.96, 3.28, -5.25)
C (-0.36, 3.06, -5.63)
C (-1.30, 2.67, -4.68)
C (-0.93, 2.50, -3.36)
H (2.42, 2.37, 0.62)
H (3.69, 4.17, 1.71)
H (3.53, 6.49, 0.86)
H (2.05, 6.99, -1.06)
H (0.81, 5.20, -2.16)
H (2.36, 3.29, -3.62)
H (1.70, 3.57, -5.98)
H (-0.65, 3.20, -6.66)
H (-2.32, 2.48, -4.98)
H (-1.66, 2.22, -2.61)
C (5.80, -0.62, 2.46)
Ge (4.37, -1.91, 2.90)
C (3.45, -1.35, 4.54)
C (5.06, -3.75, 2.99)
C (3.02, -1.93, 1.44)
Se (2.66, -0.17, 0.71)
C (3.97, -0.19, -0.74)
H (6.42, -0.45, 3.34)
H (5.36, 0.34, 2.18)
H (6.43, -0.98, 1.65)
H (4.16, -1.22, 5.35)
H (2.70, -2.09, 4.83)
H (2.94, -0.40, 4.37)
H (5.79, -3.86, 3.78)
H (5.53, -4.02, 2.04)
H (4.24, -4.45, 3.17)
H (2.08, -2.29, 1.85)
H (3.29, -2.59, 0.61)
H (4.97, -0.22, -0.32)
H (3.82, 0.73, -1.31)
H (3.79, -1.05, -1.38)
N (-3.72, 3.55, 0.42)
C (-3.94, 3.41, -0.88)
S (-2.24, 0.50, 0.09)
N (-5.14, 2.90, -1.18)
C (-5.58, 2.62, -2.48)
C (-4.77, 2.84, -3.59)
C (-5.23, 2.54, -4.86)
C (-6.51, 2.02, -5.04)
C (-7.32, 1.81, -3.93)
C (-6.86, 2.10, -2.66)
H (-2.81, 3.82, 0.73)
H (-4.37, 3.24, 1.14)
H (-5.78, 2.62, -0.44)
H (-3.78, 3.25, -3.43)
H (-4.59, 2.71, -5.71)
H (-6.88, 1.80, -6.03)
H (-8.32, 1.41, -4.05)
H (-7.49, 1.93, -1.79)


Entry 3:
A molecular structure, C19H43N5O38S7, computed with wB97M-V/def2-TZVPD.

## Properties
**Energy above the lowest of the compared OMol25 structures with the same formula, charge and spin**: 0.0 kJ/mol
**Total charge**: 0
**E_HOMO**: -0.39632 hartree
**DFT total energy**: -181481.5965 eV
**Gap between HOMO and LUMO**: 10.30 eV

Geometry (Å):
C (3.05, 0.92, 4.08)
C (3.91, -0.21, 4.74)
O (3.03, -0.74, 5.73)
S (2.12, 0.52, 6.33)
O (2.93, 1.32, 7.21)
O (0.90, -0.16, 6.83)
O (1.85, 1.17, 4.96)
H (2.68, 0.53, 3.14)
H (3.67, 1.79, 4.06)
H (4.89, 0.08, 5.22)
H (4.08, -0.95, 3.95)
C (2.10, -4.05, -3.28)
C (1.02, -3.05, -2.93)
O (1.82, -1.74, -2.78)
S (3.21, -1.81, -3.54)
O (4.44, -1.76, -2.73)
O (3.13, -0.92, -4.67)
O (3.07, -3.32, -4.03)
H (1.66, -4.72, -3.99)
H (2.60, -4.54, -2.46)
H (0.55, -3.23, -1.94)
H (0.33, -2.89, -3.76)
C (1.08, 1.82, -3.31)
C (1.22, 1.51, -4.83)
O (-0.10, 1.77, -5.37)
S (-0.89, 2.66, -4.38)
O (-2.31, 2.41, -4.32)
O (-0.52, 4.07, -4.58)
O (-0.27, 2.00, -3.10)
H (1.69, 2.68, -2.95)
H (1.38, 0.97, -2.75)
H (1.49, 0.46, -4.90)
H (1.99, 2.12, -5.35)
C (-2.31, 5.23, -0.82)
C (-2.88, 3.97, -1.43)
O (-2.73, 2.95, -0.42)
S (-2.75, 3.51, 1.04)
O (-1.48, 3.09, 1.60)
O (-4.00, 3.28, 1.71)
O (-2.63, 5.08, 0.64)
H (-2.81, 6.08, -1.14)
H (-1.24, 5.26, -0.88)
H (-2.27, 3.72, -2.31)
H (-3.91, 4.14, -1.67)
C (6.64, 1.44, -0.82)
C (5.23, 0.94, -1.09)
O (4.65, 0.81, 0.25)
S (5.29, 1.80, 1.28)
O (5.63, 1.00, 2.47)
O (4.56, 3.02, 1.43)
O (6.53, 2.29, 0.40)
H (7.11, 2.09, -1.52)
H (7.21, 0.58, -0.55)
H (5.18, -0.10, -1.44)
H (4.65, 1.63, -1.76)
C (-1.53, -0.53, 0.42)
C (-0.93, 0.08, -0.83)
O (0.52, -0.08, -0.80)
S (0.89, -0.86, 0.51)
O (2.02, -0.28, 1.15)
O (0.94, -2.28, 0.32)
O (-0.38, -0.49, 1.31)
H (-1.77, -1.58, 0.26)
H (-2.30, -0.08, 0.95)
H (-1.10, 1.12, -0.86)
H (-1.26, -0.41, -1.71)
C (-4.63, -0.20, -3.66)
C (-4.79, -1.56, -2.86)
O (-4.06, -2.56, -3.60)
S (-2.92, -1.88, -4.42)
O (-2.62, -2.64, -5.54)
O (-1.88, -1.48, -3.55)
O (-3.86, -0.68, -4.83)
H (-4.08, 0.59, -3.18)
H (-5.52, 0.19, -4.09)
H (-5.87, -1.89, -2.96)
H (-4.47, -1.58, -1.82)
C (-1.98, -4.89, 1.42)
N (-1.22, -4.76, 0.10)
O (-0.56, -5.73, -0.24)
O (-1.43, -3.78, -0.60)
H (-1.47, -5.73, 1.93)
H (-3.03, -5.13, 1.26)
H (-1.84, -4.01, 1.96)
C (1.79, 3.96, 2.24)
N (1.55, 4.12, 0.74)
O (1.05, 5.15, 0.31)
O (1.94, 3.23, 0.02)
H (1.65, 2.90, 2.46)
H (1.06, 4.58, 2.76)
H (2.79, 4.22, 2.51)
C (-1.82, -0.70, 4.20)
N (-3.01, -1.46, 3.85)
O (-2.98, -2.70, 4.00)
O (-3.94, -0.82, 3.41)
H (-0.96, -1.18, 3.67)
H (-1.62, -0.90, 5.26)
H (-2.06, 0.34, 3.86)
C (2.13, -4.44, 2.37)
N (1.39, -3.30, 2.91)
O (0.18, -3.42, 2.94)
O (2.01, -2.31, 3.16)
H (1.68, -4.76, 1.40)
H (1.99, -5.23, 3.07)
H (3.16, -4.14, 2.22)
C (-6.36, 0.73, 1.61)
N (-5.67, 0.19, 0.37)
O (-6.38, -0.37, -0.43)
O (-4.43, 0.41, 0.25)
H (-6.60, 1.79, 1.50)
H (-5.60, 0.55, 2.40)
H (-7.27, 0.11, 1.65)


Repeat the first record exactly.
A molecular structure, C34H45Cl2N2OP3PbSe, computed with wB97M-V/def2-TZVPD.

## Properties
**Energy above the lowest of the compared OMol25 structures with the same formula, charge and spin**: 252.2 kJ/mol
**Total charge**: +2
**E_HOMO (alpha / beta)**: -0.43801 / -0.44033 hartree
**DFT total energy**: -164501.0326 eV
**Gap between HOMO and LUMO (alpha / beta)**: 4.98 / 4.91 eV

Geometry (Å):
P (1.42, 1.30, -3.04)
C (3.11, 1.36, -2.71)
C (3.76, 0.75, -3.82)
H (3.16, 0.10, -4.48)
C (5.07, 1.08, -4.08)
H (5.54, 0.66, -4.97)
C (5.77, 1.92, -3.19)
H (6.80, 2.16, -3.42)
C (5.15, 2.42, -2.04)
H (5.73, 3.06, -1.36)
C (3.82, 2.14, -1.76)
H (3.32, 2.50, -0.85)
C (0.73, -0.29, -3.37)
C (1.28, -1.55, -3.03)
H (2.11, -1.61, -2.32)
C (0.75, -2.69, -3.63)
H (1.18, -3.68, -3.41)
C (-0.29, -2.58, -4.56)
H (-0.67, -3.46, -5.06)
C (-0.87, -1.34, -4.85)
H (-1.68, -1.23, -5.58)
C (-0.41, -0.20, -4.22)
H (-0.83, 0.79, -4.41)
C (0.40, 2.69, -2.81)
C (0.72, 3.42, -3.98)
H (1.53, 3.02, -4.61)
C (0.02, 4.57, -4.26)
H (0.27, 5.10, -5.18)
C (-0.98, 5.00, -3.38)
H (-1.52, 5.91, -3.63)
C (-1.27, 4.31, -2.20)
H (-2.05, 4.68, -1.53)
C (-0.58, 3.13, -1.88)
H (-0.76, 2.61, -0.94)
Pb (0.34, 0.26, 2.75)
C (-1.66, -1.22, 1.71)
C (-2.05, -1.39, 0.46)
H (-2.11, -1.70, 2.60)
C (-1.24, -0.76, -0.69)
O (-2.11, 0.25, -1.28)
H (-1.59, 0.84, -1.90)
C (0.00, -0.09, -0.26)
H (-0.98, -1.54, -1.42)
C (0.76, 0.14, 0.81)
Cl (-0.33, -1.34, 4.79)
Cl (2.96, 0.61, 2.77)
P (1.57, -2.51, 1.99)
C (2.44, -3.04, 3.51)
H (1.69, -3.36, 4.25)
H (2.98, -2.17, 3.89)
H (3.12, -3.86, 3.25)
C (0.59, -3.99, 1.56)
H (0.13, -3.84, 0.57)
H (-0.21, -4.10, 2.30)
H (1.24, -4.88, 1.55)
C (2.90, -2.55, 0.74)
H (3.44, -1.60, 0.80)
H (2.47, -2.68, -0.26)
H (3.57, -3.39, 0.99)
P (-3.61, -2.15, -0.11)
C (-4.30, -3.24, 1.15)
C (-3.24, -3.10, -1.60)
H (-4.44, -2.68, 2.09)
H (-3.62, -4.08, 1.34)
H (-5.27, -3.65, 0.85)
H (-2.90, -2.42, -2.40)
H (-4.12, -3.66, -1.96)
H (-2.43, -3.81, -1.37)
C (-4.82, -0.88, -0.52)
H (-4.96, -0.23, 0.35)
H (-5.80, -1.30, -0.81)
H (-4.42, -0.27, -1.35)
H (1.59, 0.70, 0.38)
C (1.20, 3.20, 4.71)
N (-0.02, 2.60, 5.22)
C (-0.23, 2.20, 6.52)
C (-1.43, 1.58, 6.57)
N (-1.95, 1.59, 5.29)
C (-3.14, 0.87, 4.88)
C (-1.10, 2.25, 4.44)
Se (-1.37, 2.63, 2.65)
H (1.03, 3.54, 3.69)
H (2.03, 2.48, 4.72)
H (1.45, 4.07, 5.34)
H (0.50, 2.40, 7.30)
H (-1.96, 1.11, 7.39)
H (-3.00, -0.20, 5.03)
H (-3.99, 1.22, 5.48)
H (-3.32, 1.08, 3.82)